Density functional theory data (ωB97M-V with the def2-TZVPD basis set) for a structure of composition C23H20ClFIrP.

Element x y z (Å)
C1 3.120 3.300 0.663
C2 2.417 2.502 -0.336
C3 1.083 3.035 -0.496
H1 2.776 1.642 -0.892
C4 0.917 4.163 0.395
C5 2.184 4.337 1.124
H2 2.330 5.034 1.940
H3 4.104 3.101 1.005
H4 0.351 2.657 -1.199
H5 0.042 4.757 0.447
Ir1 1.425 2.597 1.591
Cl1 -0.544 2.020 2.664
P1 -0.330 -0.545 0.103
C6 -1.435 0.286 -0.971
C7 -1.534 -0.315 -2.268
H6 -0.845 -1.099 -2.530
C8 -2.573 0.120 -3.094
H7 -2.700 -0.391 -4.054
C9 -3.425 1.137 -2.666
H8 -4.255 1.426 -3.308
C10 -3.260 1.792 -1.435
H9 -3.933 2.591 -1.122
C11 -2.237 1.391 -0.574
H10 -2.028 1.846 0.393
C12 1.089 -1.267 -0.671
C13 1.736 -0.678 -1.794
H11 1.412 0.305 -2.146
C14 2.745 -1.401 -2.433
H12 3.178 -0.993 -3.346
C15 3.128 -2.645 -1.924
H13 3.871 -3.230 -2.467
C16 2.576 -3.171 -0.751
H14 2.869 -4.148 -0.364
C17 1.582 -2.462 -0.083
H15 1.126 -2.818 0.846
C18 -1.008 -1.382 1.452
C19 -2.158 -2.130 1.038
H16 -2.502 -2.018 0.027
C20 -2.725 -3.004 1.971
H17 -3.554 -3.631 1.632
C21 -2.207 -3.063 3.275
H18 -2.654 -3.754 3.972
C22 -1.130 -2.260 3.692
H19 -0.753 -2.311 4.723
C23 -0.510 -1.403 2.789
H20 0.313 -0.740 3.033
F1 1.925 0.821 2.148

Atoms 1-6, force components in eV/Å:
-0.74 0.56 -1.08
-0.78 1.80 -0.87
1.40 0.47 -1.70
0.06 0.03 0.48
1.61 -0.16 -1.01
0.90 1.87 -1.22

- total charge = 0
- <S²> = 6.044
- HOMO-LUMO gap (spin up / spin down) (eV) = 3.84 / 5.73
- total energy (Ha) = -1893.944947
- multiplicity = 5
- HOMO (spin up / spin down) (eV) = -3.71 / -8.36

Here are the Löwdin charges for atoms 1 to 2, given in e: number 1, C, carries -0.219; number 2, C, carries -0.162

***

Density functional theory data (ωB97M-V with the def2-TZVPD basis set) for an isolated molecule of C23H20ClN3O3.

Element x y z (Å)
C1 -1.256 4.352 -2.019
C2 -1.171 2.988 -2.054
C3 0.092 2.317 -2.049
C4 0.156 0.893 -1.879
N1 1.413 0.341 -1.623
C5 1.485 -1.236 -1.620
O1 2.520 -1.794 -1.420
C6 0.416 -1.920 -1.844
C7 -0.782 -1.339 -1.950
C8 -1.034 0.116 -1.954
C9 -2.140 0.625 -2.208
C10 -2.098 2.076 -2.091
H1 -3.202 2.779 -1.976
H2 -3.147 0.133 -2.211
H3 -1.702 -1.857 -1.994
C11 0.379 -3.579 -1.652
H4 -0.410 -3.939 -2.183
H5 1.389 -3.802 -1.983
C12 0.316 -3.779 -0.364
N2 1.017 -3.108 0.594
C13 0.606 -1.833 1.148
O2 -0.718 -1.897 1.102
C14 1.450 -0.915 1.512
C15 2.742 -0.915 1.601
O3 3.424 0.569 1.914
N3 2.039 1.270 2.253
C16 0.964 0.527 2.231
C17 -0.284 0.899 2.098
C18 -0.912 1.831 1.545
C19 -2.261 2.326 1.622
C20 -2.926 1.700 2.424
C21 -2.395 0.750 3.367
C22 -1.199 0.290 3.134
Cl1 -0.573 -0.904 4.326
H6 -3.140 0.188 4.118
H7 -4.012 1.931 2.421
H8 -2.440 3.253 0.983
H9 -0.404 2.256 0.737
C23 3.942 -1.706 1.242
H10 4.907 -1.387 1.480
H11 3.638 -2.631 1.822
H12 3.837 -2.126 0.186
H13 2.078 -3.062 0.511
H14 -0.801 -3.724 0.227
H15 0.713 -4.944 -0.067
H16 2.124 0.854 -1.705
H17 0.928 2.853 -1.774
H18 -1.902 4.839 -2.774
H19 -1.549 4.775 -1.166
H20 -0.119 4.666 -2.041

Atoms 1-6, force components in eV/Å:
3.22 4.28 -2.95
4.71 -5.47 -0.37
-1.45 -2.61 1.02
1.09 3.27 -0.17
-9.27 -9.30 0.45
5.92 6.99 0.47

- total charge = 0
- SMILES string = Cc1ccc2cc(CCNC(=O)c3c(-c4ccccc4Cl)noc3C)c(=O)[nH]c2c1
- ΔE to the lowest compared entry with this formula, charge and spin (kcal/mol) = 392.19
- HOMO-LUMO gap (eV) = 7.83
- total energy (Ha) = -1738.078169
- HOMO (eV) = -8.22

Here are the Löwdin charges for atoms 1 to 2, given in e: number 1, C, carries -0.060; number 2, C, carries -0.416

***

Density functional theory data (ωB97M-V with the def2-TZVPD basis set) for a structure of composition C23H20I2N5O3SSc.

Element x y z (Å)
Sc1 0.242 -0.150 0.352
N1 -1.930 -0.604 -0.129
C1 -2.744 -1.183 0.980
C2 -2.116 -0.747 2.302
O1 -2.816 -0.862 3.319
N2 -0.901 -0.296 2.141
C3 -0.265 0.183 3.287
C4 1.213 0.228 3.000
O2 2.002 0.539 3.863
O3 1.629 -0.202 1.793
H1 -2.217 0.310 -0.455
H2 -1.951 -1.181 -1.001
H3 -2.677 -2.286 0.868
H4 -3.801 -0.853 0.805
H5 -0.475 -0.441 4.149
H6 -0.516 1.233 3.661
S1 2.461 -0.461 -3.816
C5 3.238 -1.591 -2.789
C6 2.595 -1.528 -1.601
C7 1.520 -0.688 -1.411
C8 1.285 -0.075 -2.617
C9 0.238 0.860 -2.851
C10 -0.160 1.257 -4.158
C11 -1.227 2.129 -4.318
C12 -1.812 2.667 -3.201
C13 -1.420 2.229 -1.914
N3 -0.487 1.297 -1.728
H7 4.085 -2.150 -3.128
H8 2.982 -2.191 -0.823
H9 0.445 0.850 -5.002
H10 -1.580 2.370 -5.280
H11 -2.566 3.482 -3.181
H12 -1.875 2.684 -1.045
I1 2.716 2.493 -0.088
C14 0.908 3.264 0.563
C15 0.751 4.615 0.703
C16 -0.509 5.040 1.129
C17 -1.420 4.048 1.595
C18 -1.147 2.715 1.434
N4 0.001 2.298 0.902
H13 1.556 5.254 0.409
H14 -0.673 6.105 1.297
H15 -2.352 4.371 2.033
H16 -1.713 1.912 1.907
I2 1.498 -5.824 -2.057
C19 1.057 -4.822 -0.355
C20 1.315 -5.344 0.874
C21 1.185 -4.575 2.015
C22 0.848 -3.226 1.877
N5 0.629 -2.718 0.688
C23 0.826 -3.488 -0.424
H17 1.602 -6.401 1.009
H18 1.296 -4.983 3.030
H19 0.546 -2.607 2.703
H20 0.678 -2.956 -1.318

Atoms 1-6, force components in eV/Å:
0.57 0.27 0.22
0.23 -1.22 -1.59
-0.30 0.07 -1.56
-2.60 -0.71 -0.04
0.73 0.23 -0.16
-0.42 0.53 -0.42

- total charge = 0
- ΔE to the lowest compared entry with this formula, charge and spin (kcal/mol) = 13.84
- HOMO-LUMO gap (eV) = 7.91
- total energy (Ha) = -3142.371485
- HOMO (eV) = -8.21

Here are the Löwdin charges for atoms 1 to 2, given in e: number 1, Sc, carries 0.916; number 2, N, carries -0.055

***

Density functional theory data (ωB97M-V with the def2-TZVPD basis set) for a structure of composition C23H20N3O2Pd.

Element x y z (Å)
Pd1 -0.422 0.406 -0.083
C1 2.553 1.652 -0.611
O1 1.757 0.600 -0.030
C2 2.285 0.051 1.199
C3 1.436 0.472 2.352
O2 0.153 -0.114 2.148
C4 -0.776 0.189 3.196
H1 3.553 1.272 -0.810
H2 2.603 2.511 0.057
H3 2.078 1.939 -1.543
H4 3.313 0.377 1.349
H5 2.265 -1.034 1.102
H6 1.342 1.562 2.393
H7 1.870 0.118 3.290
H8 -0.354 -0.101 4.158
H9 -1.675 -0.389 3.004
H10 -1.011 1.255 3.205
N1 -0.802 2.413 0.025
C5 -0.492 3.537 0.029
C6 -0.169 4.864 0.114
C7 0.046 5.384 1.426
N2 0.228 5.741 2.508
C8 -0.073 5.663 -1.062
N3 -0.002 6.307 -2.015
C9 -2.261 -0.206 -0.302
C10 -3.474 -0.204 -0.219
C11 -4.869 -0.143 -0.170
C12 -5.454 1.036 0.408
C13 -4.700 2.225 0.474
C14 -5.244 3.358 1.037
C15 -6.532 3.317 1.567
C16 -7.278 2.144 1.538
C17 -6.750 1.008 0.961
C18 -5.637 -1.242 -0.705
C19 -6.904 -1.026 -1.275
C20 -7.609 -2.086 -1.810
C21 -7.070 -3.366 -1.775
C22 -5.813 -3.592 -1.221
C23 -5.090 -2.537 -0.707
H11 -3.702 2.247 0.054
H12 -4.673 4.276 1.066
H13 -6.952 4.207 2.019
H14 -8.266 2.117 1.975
H15 -7.309 0.083 0.982
H16 -7.298 -0.022 -1.351
H17 -8.575 -1.915 -2.264
H18 -7.625 -4.192 -2.200
H19 -5.401 -4.591 -1.198
H20 -4.111 -2.700 -0.276

Atoms 1-6, force components in eV/Å:
0.49 -0.55 -0.38
-0.10 0.14 0.04
-0.41 0.01 0.09
0.16 0.00 -0.06
-0.21 0.11 0.12
-0.06 -0.30 0.36

- total charge = +1
- ΔE to the lowest compared entry with this formula, charge and spin (kcal/mol) = 6.87
- HOMO-LUMO gap (spin up / spin down) (eV) = 4.93 / 4.84
- total energy (Ha) = -1330.607792
- HOMO (spin up / spin down) (eV) = -10.53 / -10.49

Here are the Löwdin charges for atoms 1 to 2, given in e: number 1, Pd, carries 0.984; number 2, C, carries -0.038

***

Quick rundown of strongest force on any atom, same order as above: 8.28 15.32 3.76 1.65 eV/A